H8N3OPSi | ωB97M-V/def2-TZVPD

Properties
- Gap between HOMO and LUMO: 9.9 eV
- E_LUMO: 0.12 eV
- Energy above the lowest of the compared OMol25 structures with the same formula, charge and spin: 117.8 kJ/mol
- Highest occupied orbital energy: -9.81 eV

Each line ends with the natural charge from an NBO analysis.
Element x y z (Å)
N 0.8907 -1.7271 1.6955  -1.231
N 1.5468 0.2745 0.0637  -1.225
N -1.2937 -0.7844 -1.0927  -1.284
O 1.2520 0.8721 2.7013  -1.007
Si -1.3671 0.9753 -1.1085  1.097
P 1.1208 -0.1716 1.6324  2.190
H -1.9172 -1.4067 -0.5875  0.411
H 0.7103 -2.0975 2.5931  0.392
H 1.9042 1.2603 -0.2619  0.454
H 1.3590 -0.4016 -0.7319  0.427
H -0.3625 -1.0148 -1.3627  0.379
H -0.2063 1.1814 -2.0849  -0.207
H -2.5926 1.5460 -1.6469  -0.184
H -1.0446 1.4941 0.1910  -0.214

Forces on atoms 1 to 2 (eV/Å):
0.4 2.6 -1.7
0.2 0.8 -0.8

=====

H8N4P | ωB97M-V/def2-TZVPD

Properties
- Total charge: +1
- Gap between HOMO and LUMO (spin up / spin down): 9.4 / 8.4 eV
- E_LUMO (spin up / spin down): -5.65 / -4.76 eV
- Energy above the lowest of the compared OMol25 structures with the same formula, charge and spin: 391.7 kJ/mol
- Highest occupied orbital energy (spin up / spin down): -15.04 / -13.14 eV

Each line ends with the natural charge from an NBO analysis.
Element x y z (Å)
N -0.4120 -1.5417 1.8312  -0.693
N -0.8213 -0.0026 -1.8531  -1.118
N 0.1034 1.7927 -0.1034  -1.155
N 1.4687 -0.4604 -0.1430  -1.167
P -0.0743 0.1679 -0.3935  1.811
H -0.1641 -0.9953 2.5672  0.308
H -1.3905 -1.9200 1.9347  0.347
H -1.1437 0.9035 -2.0701  0.417
H -1.4831 -0.7159 -2.0988  0.449
H -0.6544 2.5043 -0.0934  0.454
H 0.9788 1.8925 0.4067  0.442
H 1.6095 -0.5966 0.8702  0.445
H 1.9830 -1.0283 -0.8547  0.461

Forces on atoms 1 to 2 (eV/Å):
-1.7 -2.5 -3.9
1.2 -0.1 0.9

=====

H8NaO4 | ωB97M-V/def2-TZVPD

Properties
- Total charge: +1
- Gap between HOMO and LUMO: 12.0 eV
- E_LUMO: -3.58 eV
- Energy above the lowest of the compared OMol25 structures with the same formula, charge and spin: 49.7 kJ/mol
- Highest occupied orbital energy: -15.56 eV

Each line ends with the natural charge from an NBO analysis.
Element x y z (Å)
Na -0.0840 -1.2804 0.4372  0.981
O -1.2853 0.6121 -1.4210  -0.969
H -2.1955 0.3890 -1.6161  0.481
H -1.2057 1.5334 -1.6682  0.492
O 1.9190 -0.2869 1.5288  -0.976
H 2.8269 -0.1337 1.2670  0.497
H 1.5850 0.5809 1.7558  0.485
O 1.3615 -1.0878 -1.7771  -0.975
H 1.0064 -1.2969 -2.6411  0.491
H 2.0522 -0.4480 -1.9500  0.489
O -1.7796 0.1483 1.9895  -0.976
H -2.4264 0.5001 1.3778  0.485
H -1.7746 0.7700 2.7173  0.496

Forces on atoms 1 to 2 (eV/Å):
0.3 0.5 -0.1
0.1 -0.4 0.4

=====

H8O4 | ωB97M-V/def2-TZVPD

Properties
- Gap between HOMO and LUMO: 11.0 eV
- E_LUMO: 0.29 eV
- Energy above the lowest of the compared OMol25 structures with the same formula, charge and spin: 56.0 kJ/mol
- Structure (SMILES): O.O.O.O
- Highest occupied orbital energy: -10.76 eV

Each line ends with the natural charge from an NBO analysis.
Element x y z (Å)
O -32.1659 11.0935 6.2240  -0.957
H -31.2992 10.9685 6.6347  0.483
H -32.7489 11.3469 6.9453  0.465
O -29.2232 10.8103 6.8357  -0.986
H -28.9485 10.1061 7.4486  0.511
H -29.3208 10.3800 5.9781  0.482
O -28.1437 13.4319 6.1858  -0.963
H -28.4000 12.5463 6.4835  0.490
H -28.9027 13.9854 6.3896  0.463
O -27.9758 9.1924 8.8038  -0.960
H -27.2722 9.6673 9.2579  0.488
H -28.0889 8.3693 9.2888  0.486

Forces on atoms 1 to 2 (eV/Å):
0.0 -0.1 0.0
0.0 0.1 0.1

=====

What is the energy above the lowest of the compared OMol25 structures with the same formula, charge and spin in the first record? 117.8 kJ/mol